No. 1
Below is a cluster of 2 separate species, C3H10N2 in total, with properties calculated with the ωB97M-V functional and the def2-TZVPD basis.

Its largest force on an atom is 1.04 eV/Å. The calculation puts the energy above the lowest of the compared OMol25 structures with the same formula, charge and spin at 108.7 kJ/mol. The SMILES is C=CN.CN. Its highest occupied orbital energy is -7.9 eV. As for the LUMO energy: 0.04167 hartree. The total energy is -229.76786 Ha.

Positions of all 15 atoms, in Å:
C: -2.075823 -0.182316 -0.763652
C: -1.325080 0.766040 -1.295699
N: -1.300562 1.057435 -2.646875
H: -2.591101 -0.901154 -1.390087
H: -2.078303 -0.403113 0.287177
H: -0.681128 1.425456 -0.736742
H: -0.586234 1.645024 -3.030880
H: -1.919436 0.650475 -3.322234
C: 2.747074 -0.895090 1.965997
N: 1.389457 -0.490704 2.324578
H: 3.457827 -0.216243 2.421148
H: 2.913247 -0.810172 0.889496
H: 3.063995 -1.900254 2.258263
H: 1.375181 -0.160914 3.279908
H: 0.711757 -1.240174 2.293933

Cartesian forces, eV/Å:
0.0 -0.8 0.3
0.0 0.3 -1.0
0.3 0.4 -0.2
-0.2 0.2 -0.1
0.1 0.2 0.2
0.0 0.0 0.4
0.0 0.0 0.1
-0.1 -0.3 0.3
0.2 -0.1 -0.3
0.0 0.1 0.3
0.1 0.2 0.1
-0.2 0.0 0.0
-0.2 -0.1 0.1
0.0 0.1 0.0
0.1 -0.1 -0.3

No. 2
Below is a cluster of 2 separate species, C3H10N2 in total, with properties calculated with the ωB97M-V functional and the def2-TZVPD basis.

Its largest force on an atom is 1.51 eV/Å. The calculation puts the energy above the lowest of the compared OMol25 structures with the same formula, charge and spin at 44.0 kJ/mol. The SMILES is [H]/N=C\N.CC. Its highest occupied orbital energy is -9.5 eV. As for the LUMO energy: 0.03419 hartree. The total energy is -229.79250 Ha.

Positions of all 15 atoms, in Å:
H: 1.091579 -0.996173 1.516825
N: 1.675799 -1.192656 0.698620
C: 2.425713 -0.190412 0.479031
N: 2.357071 1.065132 1.047092
H: 3.076585 -0.221426 -0.395376
H: 2.786889 1.781667 0.491483
H: 1.549656 1.287193 1.588533
C: -1.561862 0.513008 -0.638374
C: -2.153194 -0.889463 -0.713601
H: -0.677004 0.534281 -0.025649
H: -2.289674 1.191372 -0.196117
H: -1.239103 0.864520 -1.614903
H: -2.637753 -1.126060 0.234592
H: -2.921705 -0.918938 -1.491176
H: -1.482993 -1.702042 -0.980987

Cartesian forces, eV/Å:
-0.2 -0.2 -0.1
0.5 0.0 0.7
-1.1 0.3 -0.9
0.9 -0.7 -0.3
0.3 -0.1 0.3
-0.2 0.3 0.2
-0.3 0.3 0.2
0.1 -0.4 -0.2
-0.6 0.1 -0.2
0.4 0.0 0.4
0.0 0.2 -0.2
-0.2 0.2 -0.1
0.0 -0.2 0.0
-0.2 0.1 0.2
0.5 0.2 0.2

No. 3
Below is a structure of composition C3H10N2, with properties calculated with the ωB97M-V functional and the def2-TZVPD basis.

Its largest force on an atom is 5.55 eV/Å. The calculation puts the energy above the lowest of the compared OMol25 structures with the same formula, charge and spin at 341.2 kJ/mol. Its highest occupied orbital energy is -9.3 eV. As for the LUMO energy: 0.03982 hartree. The total energy is -229.67928 Ha.

Positions of all 15 atoms, in Å:
C: 1.857170 -0.374775 -0.385813
C: -1.727005 0.950059 -0.104335
C: 0.656590 0.456235 0.181305
N: -1.043788 -1.446785 0.054696
N: -0.512955 0.206366 -0.548765
H: 1.693368 -1.459327 -0.690671
H: 2.361078 0.222884 -1.185628
H: 2.642516 -0.556781 0.464681
H: -1.484076 1.941144 -0.532548
H: -2.606078 0.662139 -0.585180
H: -1.861667 0.916491 0.945504
H: 0.580141 -0.058407 1.197530
H: 1.051144 1.468907 0.154623
H: -0.080040 -1.704843 0.125913
H: -1.526397 -1.223307 0.908684

Cartesian forces, eV/Å:
1.9 -0.6 0.7
3.2 1.4 -1.5
2.2 -2.9 1.6
0.9 3.2 -3.2
-4.3 -3.4 0.5
-0.4 1.6 -0.1
-0.4 -0.9 0.4
-1.3 0.8 -1.4
-0.5 0.2 0.9
-1.2 -1.0 -0.9
-0.1 0.4 1.3
-0.2 1.8 -0.3
-0.8 0.4 0.4
0.2 -0.9 0.9
0.5 0.2 0.7

No. 4
Below is a cluster of 2 separate species, C3H10N2 in total, with properties calculated with the ωB97M-V functional and the def2-TZVPD basis.

Its largest force on an atom is 1.82 eV/Å. The calculation puts the energy above the lowest of the compared OMol25 structures with the same formula, charge and spin at 150.0 kJ/mol. The SMILES is [H]/N=C/N.CC. Its highest occupied orbital energy is -8.2 eV. As for the LUMO energy: 0.03270 hartree. The total energy is -229.75214 Ha.

Positions of all 15 atoms, in Å:
H: 1.902340 -0.624521 2.595864
N: 1.732908 0.279017 2.162930
C: 1.066075 0.187286 1.065073
N: 1.655943 0.518306 -0.107036
H: 0.070955 -0.275624 1.097770
H: 1.259257 0.423970 -1.028491
H: 2.650767 0.656385 -0.115147
C: -1.835620 -0.994507 -1.736110
C: -2.144947 0.254600 -0.885163
H: -1.320708 -1.798880 -1.153555
H: -2.713898 -1.567295 -2.048559
H: -1.216977 -0.754948 -2.598005
H: -2.868967 -0.048474 -0.132876
H: -2.547762 1.078804 -1.462888
H: -1.229137 0.568926 -0.354427

Cartesian forces, eV/Å:
-1.1 0.4 1.0
1.3 -0.1 -1.1
1.1 -1.1 1.0
-0.7 0.4 -0.6
0.0 0.0 -1.0
-0.6 0.1 0.3
0.1 0.2 0.5
0.2 -0.8 0.6
0.5 -1.1 0.2
0.1 0.9 -0.2
-0.2 0.6 -0.3
0.0 -0.1 -0.1
-0.1 0.3 0.2
0.0 0.1 -0.1
-0.5 0.1 -0.3

No. 5
Below is a cluster of 2 separate species, C3H10N2 in total, with properties calculated with the ωB97M-V functional and the def2-TZVPD basis.

Its largest force on an atom is 4.81 eV/Å. The calculation puts the energy above the lowest of the compared OMol25 structures with the same formula, charge and spin at 304.1 kJ/mol. The SMILES is C=NC.CN. Its highest occupied orbital energy is -9.1 eV. As for the LUMO energy: 0.01830 hartree. The total energy is -229.69341 Ha.

Positions of all 15 atoms, in Å:
C: -0.063063 1.044974 -2.099389
N: -1.033529 0.366439 -1.497919
C: -2.343944 1.033706 -1.363104
H: 0.725592 0.597828 -2.882888
H: 0.067356 2.057450 -1.843407
H: -3.056735 0.963755 -2.239475
H: -2.295317 2.086107 -0.915290
H: -2.771678 0.650293 -0.518820
C: 2.110849 -1.121322 1.985765
N: 0.755467 -1.651242 1.670595
H: 2.131412 -0.381116 2.728918
H: 2.627745 -0.773731 1.002595
H: 2.745401 -2.060711 2.255768
H: 0.198542 -1.858517 2.536270
H: 0.201897 -0.953911 1.180375

Cartesian forces, eV/Å:
-1.3 -3.3 0.5
1.7 1.0 -4.4
1.3 2.5 0.7
-1.5 0.4 2.5
-0.2 1.8 -0.5
1.4 0.0 0.8
0.3 -0.4 -1.5
-1.7 -2.0 1.8
1.0 -3.1 -2.6
-0.5 0.3 0.9
0.3 1.1 1.0
-1.1 -0.3 1.7
-0.9 1.8 0.0
1.0 0.3 -1.0
0.2 -0.1 -0.1

No. 6
Below is a structure of composition C3H10N2O, with properties calculated with the ωB97M-V functional and the def2-TZVPD basis.

Its largest force on an atom is 5.61 eV/Å. The calculation puts the energy above the lowest of the compared OMol25 structures with the same formula, charge and spin at 286.1 kJ/mol. Its highest occupied orbital energy is -8.9 eV. As for the LUMO energy: 0.01925 hartree. The total energy is -304.96570 Ha.

Positions of all 16 atoms, in Å:
C: -0.863536 1.654904 -2.000570
C: 0.518830 -0.750817 1.375128
C: -0.808643 -0.660706 1.882077
H: -1.742232 0.427098 -3.336218
H: -1.297668 1.843505 -4.073594
H: -0.183416 2.511627 -1.969864
H: -1.796492 1.848701 -1.371550
H: -0.284409 0.882319 -1.399418
H: 2.498701 -0.890039 1.539374
H: 1.676284 -1.865387 3.048389
H: -1.396869 0.205434 1.559438
H: -0.882715 -0.857532 3.093345
H: -1.197145 -1.623766 1.597197
N: -1.005567 1.159938 -3.347776
N: 1.665040 -0.824700 2.198417
O: 0.863718 -0.786115 0.227326

Cartesian forces, eV/Å:
0.7 -0.6 2.0
4.7 -0.4 0.2
-2.0 -1.1 4.4
0.9 0.6 -0.3
0.2 -0.4 1.1
-0.4 0.2 -0.1
0.8 0.1 -1.1
-0.7 0.7 -0.7
-1.5 -0.3 1.3
-0.1 4.4 -3.5
0.2 -0.5 0.0
0.5 1.2 -2.9
-1.0 -0.1 -0.8
-1.5 -0.6 -1.0
0.9 -3.8 3.9
-1.6 0.7 -2.7

No. 7
Below is an isolated molecule of C3H10N2O, with properties calculated with the ωB97M-V functional and the def2-TZVPD basis.

Its largest force on an atom is 4.12 eV/Å. The calculation puts the energy above the lowest of the compared OMol25 structures with the same formula, charge and spin at 222.0 kJ/mol. The SMILES is NC[C@@H](N)CO. Its highest occupied orbital energy is -9.4 eV. As for the LUMO energy: 0.03808 hartree. The total energy is -304.99011 Ha.

Positions of all 16 atoms, in Å:
N: -1.770180 0.973473 0.182244
C: -0.291348 1.095072 0.497802
C: 0.517326 0.090183 -0.309509
N: 1.895567 0.182324 0.209502
C: -0.069687 -1.257414 -0.072291
O: -0.269254 -2.162024 -1.223648
H: -2.318984 1.683316 0.695535
H: -1.944623 1.162886 -0.866823
H: -0.192472 1.050148 1.575404
H: 0.063532 1.986150 0.132261
H: 0.409193 0.404120 -1.400723
H: 1.956087 0.227857 1.245469
H: 2.308350 -0.653738 0.073002
H: 0.490701 -1.696542 0.785637
H: -1.084893 -1.377120 0.372648
H: 0.300679 -1.708694 -1.896513

Cartesian forces, eV/Å:
0.2 0.8 -1.4
-2.7 -0.9 -0.9
-0.6 0.4 0.8
-1.1 3.0 0.7
-2.2 -3.3 1.1
2.2 2.0 -0.2
0.6 -0.5 -0.5
0.5 -0.3 2.3
0.3 -0.4 0.1
0.9 2.6 -0.2
0.5 -0.4 1.2
-0.8 0.5 -0.9
2.0 -3.4 -1.2
0.5 -0.4 -1.0
0.4 1.4 -0.4
-0.8 -1.2 0.4

No. 8
Below is a structure of composition C3H10N2O, with properties calculated with the ωB97M-V functional and the def2-TZVPD basis.

Its largest force on an atom is 1.79 eV/Å. The calculation puts the energy above the lowest of the compared OMol25 structures with the same formula, charge and spin at 515.0 kJ/mol. Its highest occupied orbital energy is -7.4 eV. As for the LUMO energy: 0.02810 hartree. The total energy is -304.87848 Ha.

Positions of all 16 atoms, in Å:
C: 0.494717 -0.977490 0.806119
C: -0.071429 -1.236086 -0.527314
C: -1.597200 0.444845 0.823456
N: -0.174730 0.260668 0.550400
N: 0.616202 1.326675 0.312902
O: 1.656828 0.406702 -1.923901
H: 2.589959 0.584615 -2.091676
H: 0.040337 2.139857 0.098980
H: 1.399900 0.913808 -1.078274
H: 1.571417 -0.853329 0.877150
H: 0.053551 -1.558177 1.617596
H: 0.047252 -0.925164 -1.547782
H: -0.763809 -2.062799 -0.597412
H: -2.101052 0.768438 -0.091683
H: -1.709951 1.236145 1.566608
H: -2.051994 -0.468708 1.204832

Cartesian forces, eV/Å:
0.9 0.0 -0.9
-1.2 -1.0 -0.1
-0.2 0.4 0.3
-0.7 0.0 -0.2
0.0 -0.1 0.3
0.4 0.5 0.1
-0.2 0.1 0.1
-0.3 -0.3 -0.2
0.3 -0.4 -0.6
0.0 0.3 0.3
0.1 0.1 -0.2
1.6 0.7 0.4
-0.9 0.1 0.7
0.1 -0.1 0.2
0.1 0.0 0.1
0.1 0.0 -0.2

No. 9
Below is a cluster of 2 separate species, C3H10N2O in total, with properties calculated with the ωB97M-V functional and the def2-TZVPD basis.

Its largest force on an atom is 2.85 eV/Å. The calculation puts the energy above the lowest of the compared OMol25 structures with the same formula, charge and spin at 233.1 kJ/mol. The SMILES is [H]/N=C\N.CCO. Its highest occupied orbital energy is -9.7 eV. As for the LUMO energy: 0.03459 hartree. The total energy is -304.98588 Ha.

Positions of all 16 atoms, in Å:
H: -1.614230 6.292482 -0.532204
N: -0.707767 6.692541 -0.546155
C: -0.089493 5.563380 -0.639098
N: -0.784584 4.325075 -0.402005
H: 0.990568 5.411355 -0.508020
H: -1.775937 4.511017 -0.558897
H: -0.305619 3.526764 -0.885037
C: 0.345955 -6.251110 0.876810
C: 0.951867 -4.933140 0.112656
O: 0.232696 -3.741728 0.394823
H: 0.920970 -7.114196 0.564694
H: 0.515021 -6.176052 2.015434
H: -0.679642 -6.517025 0.733321
H: 0.939633 -5.028290 -1.059902
H: 2.104368 -4.839909 0.299281
H: 0.239788 -3.530410 1.307656

Cartesian forces, eV/Å:
-2.2 0.9 0.1
2.2 -1.6 -0.8
-0.5 -0.4 2.3
1.7 0.7 -1.3
-0.2 0.5 -0.7
0.3 -1.1 -0.2
-1.3 0.9 0.6
2.2 1.6 0.9
0.6 -1.4 -0.9
0.2 -0.5 -1.6
0.3 -0.2 -0.1
-0.2 0.1 -1.7
-0.7 0.5 -0.4
-0.4 -0.1 2.3
-2.0 -0.1 0.2
0.2 0.0 1.4

No. 10
Below is an isolated molecule of C3H10N2O, with properties calculated with the ωB97M-V functional and the def2-TZVPD basis.

Its largest force on an atom is 3.08 eV/Å. The calculation puts the energy above the lowest of the compared OMol25 structures with the same formula, charge and spin at 222.1 kJ/mol. The SMILES is NC[C@H](N)CO. Its highest occupied orbital energy is -9.2 eV. As for the LUMO energy: 0.03146 hartree. The total energy is -304.99005 Ha.

Positions of all 16 atoms, in Å:
N: 2.385460 0.034436 -0.136579
C: 1.066764 -0.576260 -0.334845
C: -0.197274 -0.233554 0.342433
N: -1.081836 -1.192079 -0.402334
C: -0.706694 1.158394 0.388617
O: -2.099964 1.302017 0.805029
H: 3.121754 -0.488235 -0.607941
H: 2.566036 -0.048117 0.814620
H: 0.756316 -0.379971 -1.374028
H: 1.234122 -1.607556 -0.066794
H: -0.018350 -0.563264 1.327308
H: -1.426886 -0.895230 -1.329866
H: -1.995142 -1.262215 0.071777
H: -0.746586 1.459872 -0.691524
H: -0.182396 1.814165 1.158591
H: -2.675322 1.477595 0.035539

Cartesian forces, eV/Å:
-0.7 1.4 -1.0
2.0 0.1 -2.3
-1.1 -0.9 0.0
-2.0 0.2 1.0
-1.2 1.9 -0.7
-0.1 -0.5 -0.2
-0.5 0.0 0.0
0.8 0.1 2.1
0.9 -0.8 -0.2
-0.7 -0.7 -0.8
-0.8 -0.8 1.6
1.1 0.4 0.4
0.7 -0.1 0.2
0.9 0.7 0.9
-0.1 -0.7 -1.6
0.7 -0.3 0.6

No. 11
Below is a cluster of 2 separate species, C3H10N2O in total, with properties calculated with the ωB97M-V functional and the def2-TZVPD basis.

Its largest force on an atom is 3.52 eV/Å. The calculation puts the energy above the lowest of the compared OMol25 structures with the same formula, charge and spin at 188.6 kJ/mol. The SMILES is C/C(N)=C/N.O. Its highest occupied orbital energy is -7.8 eV. As for the LUMO energy: 0.02210 hartree. The total energy is -305.00283 Ha.

Positions of all 16 atoms, in Å:
C: -1.314503 -0.743131 -1.666595
C: -0.270313 -0.642832 -0.613994
N: -0.673595 -0.833823 0.717871
C: 0.933169 -0.156467 -1.023643
N: 1.963807 -0.240964 -0.036638
H: -2.198024 -0.066804 -1.536016
H: -1.068572 -0.703678 -2.696590
H: -1.824304 -1.715704 -1.527141
H: -0.415069 -1.571350 1.354213
H: -0.345628 -0.004819 1.293029
H: 1.053501 0.219480 -2.012964
H: 1.838690 0.525328 0.692280
H: 2.877523 -0.115012 -0.450360
O: -0.472074 1.942441 2.052524
H: -1.063261 2.420309 2.649807
H: -0.365119 2.590837 1.343473

Cartesian forces, eV/Å:
-3.0 -0.8 1.2
1.3 1.2 -2.2
0.2 2.2 2.0
-1.5 -1.7 2.7
0.4 2.0 0.7
0.8 -0.1 0.2
1.0 0.2 -0.8
0.3 0.1 -0.1
0.3 -1.0 -1.0
-0.8 -1.0 -1.1
0.5 0.0 -0.6
0.4 -1.3 -1.1
0.1 0.1 0.1
-0.1 0.7 0.0
0.1 -0.4 0.1
0.1 -0.3 -0.1

No. 12
Below is a cluster of 2 separate species, C3H10N2O in total, with properties calculated with the ωB97M-V functional and the def2-TZVPD basis.

Its largest force on an atom is 2.47 eV/Å. The calculation puts the energy above the lowest of the compared OMol25 structures with the same formula, charge and spin at 158.0 kJ/mol. The SMILES is [H]/N=C/N.CCO. Its highest occupied orbital energy is -9.4 eV. As for the LUMO energy: 0.03490 hartree. The total energy is -305.01449 Ha.

Positions of all 16 atoms, in Å:
H: -0.559358 -1.280965 -3.113718
N: -0.396122 -1.108643 -2.130107
C: -0.739228 -2.116597 -1.422181
N: -0.719467 -1.991881 -0.046473
H: -1.070390 -3.050719 -1.887483
H: -1.021411 -2.802065 0.483986
H: -1.073263 -1.051745 0.320875
C: -0.309346 1.528319 1.169468
C: 1.111026 1.204641 0.635918
O: 2.122741 1.964803 1.250354
H: -0.934519 0.658716 0.900557
H: -0.476482 1.854824 2.215097
H: -0.849637 2.283921 0.599799
H: 1.110700 1.209404 -0.451782
H: 1.325474 0.164169 0.913852
H: 2.479281 2.533817 0.561839

Cartesian forces, eV/Å:
0.2 -0.2 -0.1
-0.4 -0.2 0.3
0.2 1.3 -0.4
-1.0 0.8 0.7
0.1 -0.2 0.5
-0.1 0.4 -0.1
1.0 -2.1 -0.8
-0.8 0.0 -0.9
-1.1 -1.0 1.3
0.3 0.7 -0.6
0.2 0.1 0.7
0.7 -0.7 -0.4
0.5 0.5 -0.3
0.1 0.3 -0.1
-0.1 0.1 -0.1
0.2 0.2 0.3